# C5H10N2O2

C5H10N2O2 in the gas phase (the ωB97M-V functional and the def2-TZVPD basis, OMol25).

Energy above the lowest of the compared OMol25 structures with the same formula, charge and spin ... 146.3 kcal/mol
E ... -456.32100 a.u.
SMILES ... C=C(C[N+](=O)[O-])N(C)C
Molecular weight ... 130.15 u
Gap between HOMO and LUMO ... 8.7324 eV

```
19
C5H10N2O2, DFT the ωB97M-V functional and the def2-TZVPD basis
C -0.00911 -1.80952 -0.68784
C 0.04072 -0.76526 0.06985
C -2.15082 -0.11777 -0.41290
C -0.58758 1.58576 0.19112
C 1.54365 -0.35034 0.94607
N -0.88623 0.20191 0.26638
N 2.54877 0.24191 0.10306
O 2.62129 1.45828 0.17945
O 3.19218 -0.42026 -0.66944
H -0.90791 -1.84708 -1.34531
H 0.69027 -2.60459 -0.65602
H -2.97746 0.47370 -0.01135
H -2.05153 0.23187 -1.48890
H -2.61365 -1.09192 -0.10841
H -0.72386 1.93205 -0.83521
H -1.30740 1.99994 0.92109
H 0.52415 1.83317 0.42855
H 1.24216 0.34186 1.75709
H 1.81235 -1.29372 1.35273
```

=====

# C5H10N2O2S

C5H10N2O2S in the gas phase (the ωB97M-V functional and the def2-TZVPD basis, OMol25).

Energy above the lowest of the compared OMol25 structures with the same formula, charge and spin ... 69.2 kcal/mol
E ... -854.55658 a.u.
SMILES ... C=CS(=O)(=O)CC/C=N\N
Molecular weight ... 162.21 u
Gap between HOMO and LUMO ... 9.6445 eV

```
20
C5H10N2O2S, DFT the ωB97M-V functional and the def2-TZVPD basis
C -0.40923 1.58330 -0.01085
C 0.75173 1.09601 0.80106
C -0.77501 0.60079 -1.18481
C 0.87061 -1.31570 -0.46750
C 0.64948 -2.05168 0.62146
N -2.33775 -0.55012 0.01157
N -1.63286 -0.29719 -1.12971
O 2.05842 0.77915 -1.46605
O 3.02609 -0.17003 0.54297
S 1.82816 0.12580 -0.21743
H -1.19793 1.58246 0.75675
H -0.27300 2.66806 -0.37399
H 1.10388 1.98784 1.21625
H 0.50030 0.55390 1.67046
H -0.40182 0.83234 -2.19372
H 0.62956 -1.51100 -1.51866
H -0.07448 -2.87522 0.79053
H -2.39579 0.01234 0.80090
H 1.15815 -1.73789 1.47470
H -3.07852 -1.31316 -0.12395
```